Record 1
10 unconnected molecules or ions with the total composition H20O10 in a non-equilibrium geometry. Source: the OMol25 dataset; level of theory: ωB97M-V with the def2-TZVPD basis set.

Structure (XYZ):
```
30
Properties=species:S:1:pos:R:3:forces:R:3
O -0.28496 0.59533 0.37485 0.26 0.15 0.15
H -0.15800 0.25440 1.26539 0.16 -0.22 0.07
H -0.66963 -0.08157 -0.20103 0.01 -0.03 0.10
O -1.49188 -0.94948 -1.44015 0.17 -0.19 0.48
H -1.46571 -1.89820 -1.29186 0.03 -0.10 -0.58
H -1.25005 -0.70439 -2.33718 0.23 -0.35 -0.17
O 1.48794 -2.56879 0.08649 -0.11 -1.92 1.22
H 0.76120 -3.13554 -0.19052 0.16 -0.24 0.09
H 1.37624 -1.79580 -0.41471 0.02 2.27 -1.59
O 3.10404 0.56126 1.67931 1.21 1.51 -0.66
H 2.53882 -0.07710 2.07421 -0.64 -1.07 0.38
H 3.56674 0.21442 0.90876 -0.23 -0.45 0.54
O -3.75273 0.38693 -1.79979 -0.88 -0.13 -1.80
H -3.08856 -0.26820 -1.59375 0.19 -0.16 0.55
H -4.00560 0.11145 -2.71685 0.01 0.64 1.18
O 0.98418 -1.07268 2.36069 -1.41 -0.86 0.30
H 0.23624 -1.69344 2.44490 -0.17 0.67 1.24
H 1.28077 -1.57897 1.60607 1.32 -0.14 -1.21
O -1.45380 2.88497 -0.27505 0.98 0.92 -0.28
H -0.68578 3.49408 -0.40967 -1.01 -0.79 0.20
H -1.03718 2.03692 -0.03090 -0.12 0.38 0.03
O -3.64396 -0.75059 1.12713 -0.63 0.64 -0.17
H -2.73052 -0.94412 1.23481 1.20 -0.59 0.32
H -3.57960 0.19562 0.93051 -0.53 -0.02 -0.16
O 2.11554 -0.22065 -1.41346 0.23 -2.26 -0.16
H 1.92978 0.69200 -1.39671 -0.42 2.09 0.19
H 3.00161 -0.31899 -1.06204 0.17 0.04 -0.21
O 2.14707 2.53313 -0.07817 -1.52 -0.45 -0.49
H 1.74956 1.78517 0.39390 -0.82 0.30 0.05
H 3.01825 2.31285 0.16484 2.14 0.37 0.37
```
Forces are in eV/Å.

Output
Net charge: 0
Multiplicity: 1
Calculated total energy in Ha: -764.36386
SMILES: O.O.O.O.O.O.O.O.O.O
Orbital gap in eV: 9.42
Relative energy (zero: lowest compared OMol25 entry of this formula, charge and spin) in kcal/mol: 74.1
HOMO level in eV: -10.112

Record 2
10 unconnected molecules or ions with the total composition H20O10. Source: the OMol25 dataset; level of theory: ωB97M-V with the def2-TZVPD basis set.

Structure (XYZ):
```
30
Properties=species:S:1:pos:R:3:forces:R:3
O 0.77666 0.21824 0.84282 -0.01 -0.09 0.03
H 0.71111 0.92249 0.18805 0.19 -0.16 -0.15
H 0.52971 0.64452 1.67125 0.05 -0.39 0.06
O -2.75685 2.79737 1.77568 -0.15 -0.18 0.00
H -2.38873 2.22056 2.45447 -0.01 0.08 -0.01
H -3.69244 2.85590 1.99982 0.02 0.03 -0.03
O -2.91351 2.87481 -1.52342 -0.04 -0.24 0.00
H -3.86021 2.87897 -1.34248 0.09 0.06 -0.03
H -2.51081 2.71737 -0.66200 -0.14 0.26 0.10
O 0.70229 -4.29862 2.86053 0.06 0.05 0.02
H 1.48002 -3.84033 3.19832 -0.10 0.05 -0.04
H 0.21814 -3.61688 2.38115 0.04 -0.05 0.02
O 2.47977 0.43725 -4.17442 -0.02 -0.18 0.17
H 2.53951 -0.51704 -4.29587 -0.03 0.10 -0.09
H 2.47140 0.55179 -3.21744 0.05 0.07 -0.08
O 1.37357 -1.59180 4.62208 0.10 0.06 0.11
H 1.43111 -2.17185 5.38969 -0.10 -0.02 -0.06
H 1.83876 -0.79337 4.89609 0.00 -0.07 -0.06
O -0.15822 2.83378 0.48045 0.18 -0.09 -0.12
H -0.81656 2.13536 0.39207 -0.13 0.18 0.16
H 0.49185 2.46744 1.09052 -0.04 0.50 0.00
O 4.77437 -1.67548 -1.46097 -0.21 0.00 -0.03
H 4.23931 -1.83103 -2.24743 0.13 -0.01 0.06
H 4.20219 -1.94024 -0.73193 0.06 0.01 -0.01
O -0.71738 -2.37224 -1.35191 0.04 0.12 -0.13
H -1.08945 -2.53971 -2.22513 -0.03 0.00 0.07
H -0.58108 -1.41825 -1.33410 -0.02 -0.10 0.09
O -2.87704 0.44364 -3.53565 0.02 -0.20 0.08
H -3.69431 0.65653 -3.07117 0.18 0.03 -0.06
H -2.20319 0.95080 -3.06907 -0.19 0.18 -0.05
```
Forces are in eV/Å.

Output
Net charge: 0
Multiplicity: 1
Calculated total energy in Ha: -764.34205
SMILES: O.O.O.O.O.O.O.O.O.O
Orbital gap in eV: 10.77
Relative energy (zero: lowest compared OMol25 entry of this formula, charge and spin) in kcal/mol: 87.8
HOMO level in eV: -11.182

Record 3
10 unconnected molecules or ions with the total composition H20O10. Source: the OMol25 dataset; level of theory: ωB97M-V with the def2-TZVPD basis set.

Structure (XYZ):
```
30
Properties=species:S:1:pos:R:3:forces:R:3
O 0.32291 -0.10996 -0.06016 -0.02 0.30 0.32
H -0.47263 -0.65168 -0.00885 0.24 -0.25 -0.17
H 0.02997 0.76413 0.22116 0.35 0.19 0.17
O -1.37304 -0.54203 -2.06190 -0.32 -0.11 -0.39
H -1.23495 0.34489 -1.71077 -0.01 -0.15 -0.11
H -0.66775 -0.65017 -2.70986 0.02 -0.04 0.11
O 3.03553 -1.38266 -1.43992 0.24 0.12 0.00
H 3.96894 -1.61529 -1.37981 -0.12 -0.03 -0.05
H 2.85347 -0.92717 -0.61024 -0.26 -0.03 0.03
O 1.82170 -2.59661 2.60316 0.21 0.12 0.13
H 1.46504 -1.90590 3.17298 -0.14 -0.05 -0.12
H 2.77447 -2.45327 2.62911 -0.09 -0.06 -0.03
O -3.64316 2.92761 0.97518 -0.04 0.15 -0.10
H -4.33591 3.53469 1.25900 0.07 -0.09 0.04
H -3.59457 3.05672 0.02126 -0.01 -0.09 0.07
O -1.39721 -0.40370 2.69397 0.04 0.11 0.02
H -1.41425 -0.13731 1.76782 -0.05 -0.04 0.24
H -1.10430 0.38740 3.16018 -0.07 -0.05 -0.03
O -4.20239 -0.72202 -1.17513 -0.12 -0.13 0.19
H -4.94463 -1.04818 -0.65389 0.03 0.10 -0.03
H -3.49244 -1.34668 -0.98868 0.08 0.10 -0.19
O 1.30637 2.63888 -0.26247 -0.15 0.09 -0.38
H 1.79246 3.46898 -0.32274 -0.16 0.05 0.30
H 1.38199 2.25825 -1.14473 -0.16 -0.15 0.04
O 4.06968 2.59777 -0.08368 0.26 0.17 -0.24
H 4.94766 2.79292 -0.43017 0.02 -0.02 0.09
H 3.50205 2.61046 -0.86253 0.16 -0.24 0.18
O -0.29435 -3.72117 -0.52145 -0.19 0.01 -0.15
H -0.31991 -2.86432 -0.96207 0.12 -0.01 0.00
H -0.78075 -4.30458 -1.11478 0.05 0.03 0.08
```
Forces are in eV/Å.

Output
Net charge: 0
Multiplicity: 1
Calculated total energy in Ha: -764.34209
SMILES: O.O.O.O.O.O.O.O.O.O
Orbital gap in eV: 10.91
Relative energy (zero: lowest compared OMol25 entry of this formula, charge and spin) in kcal/mol: 87.7
HOMO level in eV: -10.883